Record 1
ORCA calculation (ωB97M-V/def2-TZVPD) on a 6-piece molecular cluster, C38H82BFN6O6S2 overall.

Values from the calculation:
Gap between HOMO and LUMO = 7.881 eV
Electronic energy = -87029.78612 eV
Highest occupied orbital energy = -7.88 eV

The geometry in XYZ format:
```
136
Properties=species:S:1:pos:R:3:lowdin_charge:R:1
C -1.832 4.802 -2.354 -0.1021
C -1.675 3.612 -1.380 -0.2467
C -0.201 3.234 -1.164 -0.2145
C 0.392 2.424 -2.328 -0.1861
C 0.555 0.919 -2.069 -0.1849
C -0.583 0.211 -1.326 -0.1951
C -1.718 -0.242 -2.251 -0.1723
C -2.690 -1.254 -1.640 -0.1985
N -2.085 -2.256 -0.737 -0.1801
C -3.160 -3.106 -0.146 -0.1933
C -4.081 -2.376 0.824 -0.1849
C -3.344 -1.781 2.035 -0.1793
C -2.999 -0.290 1.965 -0.2025
C -1.786 0.021 2.868 -0.1951
C -0.471 -0.285 2.142 -0.2340
C 0.665 -0.849 2.989 -0.2502
C 1.847 -1.218 2.087 -0.1062
C -1.062 -3.053 -1.264 -1.0328
S -0.046 -3.837 -0.249 0.7602
S -0.982 -3.347 -3.027 0.9125
C 0.611 -2.658 -3.628 -0.4343
C 1.766 -2.568 -2.641 -0.2848
C 2.574 -3.873 -2.518 -0.1151
B 3.758 -3.725 -1.479 -0.4767
O 3.516 -3.262 -0.217 0.1436
C 5.274 -4.024 -1.856 -0.0475
C 6.095 -4.680 -0.742 -0.3956
C 6.779 -3.673 0.163 -0.0441
F 5.284 -5.519 0.033 -0.0293
H -0.882 5.319 -2.507 0.0641
H -2.560 5.528 -1.987 0.0616
H -2.176 4.476 -3.338 0.0649
H -2.186 2.753 -1.827 0.0842
H -2.155 3.843 -0.428 0.0993
H 0.363 4.164 -1.043 0.0933
H -0.097 2.689 -0.220 0.0944
H 1.385 2.833 -2.530 0.0757
H -0.176 2.611 -3.245 0.1177
H 1.504 0.725 -1.559 0.1094
H 0.641 0.431 -3.045 0.0736
H -0.166 -0.669 -0.827 0.0795
H -1.005 0.821 -0.526 0.0890
H -2.318 0.637 -2.511 0.1084
H -1.307 -0.612 -3.189 0.0781
H -3.451 -0.720 -1.074 0.1060
H -3.213 -1.771 -2.456 0.1060
H -3.738 -3.538 -0.977 0.1242
H -2.690 -3.930 0.390 0.0923
H -4.787 -3.131 1.188 0.1120
H -4.670 -1.619 0.298 0.0780
H -2.409 -2.339 2.167 0.1090
H -3.950 -1.944 2.931 0.1107
H -2.747 0.002 0.943 0.0953
H -3.860 0.306 2.268 0.0756
H -1.820 1.080 3.138 0.1046
H -1.871 -0.575 3.784 0.1065
H -0.107 0.628 1.659 0.1069
H -0.671 -1.001 1.337 0.0807
H 1.003 -0.125 3.736 0.1081
H 0.322 -1.754 3.504 0.1076
H 2.717 -1.560 2.649 0.0574
H 1.545 -2.009 1.392 0.0182
H 2.149 -0.356 1.485 0.0811
H 0.400 -1.681 -4.062 0.0473
H 0.881 -3.326 -4.448 0.0746
H 1.418 -2.224 -1.665 0.0520
H 2.426 -1.779 -3.018 0.1089
H 2.981 -4.120 -3.505 0.1024
H 1.905 -4.687 -2.212 0.0920
H 2.572 -3.162 -0.038 0.0333
H 5.289 -4.668 -2.741 0.1022
H 5.766 -3.083 -2.127 0.1162
H 6.851 -5.328 -1.198 0.1339
H 7.185 -4.154 1.052 0.0777
H 6.064 -2.905 0.470 0.0753
H 7.579 -3.180 -0.393 0.0837
C -9.084 -0.673 0.644 -0.0719
N -7.659 -0.420 0.611 0.0209
C -7.011 0.744 0.869 -0.5401
C -7.846 1.945 1.233 -0.0127
O -5.789 0.801 0.832 0.0180
H -9.322 -1.437 1.385 0.0852
H -9.440 -1.011 -0.331 0.0814
H -9.617 0.234 0.910 0.0734
H -7.043 -1.186 0.387 0.1276
H -7.165 2.771 1.417 0.0843
H -8.534 2.226 0.435 0.0847
H -8.409 1.740 2.145 0.0645
C 3.863 0.813 -8.213 -0.0788
N 2.795 0.803 -7.235 0.0097
C 2.855 0.448 -5.926 -0.5396
C 4.195 0.000 -5.384 -0.0062
O 1.862 0.496 -5.220 0.0353
H 4.019 1.818 -8.607 0.0837
H 3.631 0.148 -9.047 0.0829
H 4.791 0.477 -7.759 0.0696
H 1.877 1.097 -7.530 0.1407
H 4.065 -0.240 -4.332 0.0719
H 4.556 -0.885 -5.909 0.0847
H 4.941 0.790 -5.480 0.0833
C 5.916 -3.205 5.052 -0.0796
N 5.520 -2.040 4.290 0.0096
C 5.027 -0.857 4.748 -0.5573
C 4.855 -0.707 6.243 -0.0126
O 4.730 0.033 3.971 0.0274
H 6.968 -3.441 4.884 0.0812
H 5.320 -4.074 4.767 0.0846
H 5.772 -3.026 6.113 0.0689
H 5.600 -2.080 3.285 0.1322
H 4.451 0.283 6.434 0.0808
H 4.165 -1.455 6.634 0.0833
H 5.809 -0.809 6.760 0.0820
C -6.465 2.495 7.134 -0.0790
N -7.376 1.802 6.248 0.0063
C -7.160 1.401 4.968 -0.5365
C -5.809 1.699 4.358 0.0029
O -8.033 0.819 4.343 0.0215
H -6.269 1.903 8.030 0.0828
H -6.879 3.457 7.442 0.0824
H -5.520 2.676 6.632 0.0705
H -8.295 1.572 6.594 0.1381
H -5.798 1.317 3.340 0.0550
H -5.619 2.773 4.334 0.0911
H -5.010 1.219 4.924 0.0879
C 5.298 4.331 -1.151 -0.0780
N 4.147 4.279 -2.029 0.0104
C 3.209 5.240 -2.250 -0.5493
C 3.356 6.544 -1.500 -0.0101
O 2.282 5.035 -3.014 0.0279
H 6.222 4.192 -1.715 0.0809
H 5.238 3.552 -0.389 0.0854
H 5.345 5.293 -0.651 0.0696
H 3.982 3.432 -2.550 0.1347
H 2.530 7.188 -1.784 0.0818
H 3.327 6.381 -0.422 0.0844
H 4.296 7.038 -1.752 0.0826
```

=====

Record 2
ORCA calculation (ωB97M-V/def2-TZVPD) on C40H32Br4CoF5N6O4S2 as an isolated structure.

Values from the calculation:
Gap between HOMO and LUMO (alpha / beta) = 6.495 / 6.549 eV
Net charge = -1
Electronic energy = -412185.42463 eV
Spin multiplicity = 2
<S²> = 0.952
Highest occupied orbital energy (alpha / beta) = -4.42 / -4.47 eV
Energy above the lowest of the compared OMol25 structures with the same formula, charge and spin = 10.63 kcal/mol

The geometry in XYZ format:
```
94
Properties=species:S:1:pos:R:3:mulliken_spin:R:1
Co -0.013 -0.028 -0.346 0.9619
Br -4.148 5.376 -0.194 0.0001
C -2.746 4.164 0.187 0.0060
C -1.750 4.483 1.096 -0.0045
Br -1.797 6.124 2.038 -0.0002
C -0.711 3.566 1.345 0.0081
Br 0.720 3.951 2.516 0.0002
C -0.677 2.337 0.711 0.0006
O 0.271 1.439 0.857 -0.0013
C -1.731 1.985 -0.173 -0.0040
O -1.674 0.780 -0.682 -0.0108
C -2.720 2.913 -0.454 -0.0099
Br -4.019 2.397 -1.738 -0.0002
C 4.687 -4.337 -0.275 0.0004
C 3.909 -4.555 1.019 -0.0005
C 2.547 -5.191 0.752 -0.0005
C 3.787 -3.257 1.819 -0.0008
N 3.091 -2.201 1.096 0.0008
C 1.795 -2.035 0.877 -0.0057
N 1.647 -0.936 0.185 0.0064
N 2.878 -0.423 -0.020 -0.0026
N 3.756 -1.185 0.512 0.0010
H 4.805 -5.278 -0.816 0.0000
H 5.681 -3.929 -0.077 0.0001
H 4.166 -3.638 -0.933 -0.0003
H 4.479 -5.229 1.667 0.0002
H 1.932 -4.578 0.089 0.0002
H 1.991 -5.347 1.681 0.0001
H 2.670 -6.161 0.266 0.0000
H 4.771 -2.850 2.045 -0.0002
H 3.253 -3.427 2.755 0.0004
H 1.014 -2.704 1.194 -0.0063
C -1.477 0.512 -6.633 0.0001
N -1.367 0.049 -5.276 0.0006
N -0.236 0.269 -4.503 0.0015
C -0.509 -0.117 -3.195 -0.0021
O 0.380 -0.056 -2.320 0.0068
C -1.873 -0.512 -3.181 0.0127
C -2.351 -0.378 -4.447 0.0000
C -3.743 -0.583 -4.936 0.0004
C 1.060 0.353 -5.090 0.0015
C 1.980 -0.654 -4.844 0.0001
C 3.245 -0.580 -5.403 0.0001
C 3.587 0.492 -6.218 0.0004
C 2.666 1.503 -6.450 0.0000
C 1.405 1.443 -5.875 -0.0001
H -0.611 0.198 -7.212 0.0001
H -1.572 1.601 -6.694 0.0002
H -2.365 0.057 -7.064 -0.0001
H -2.414 -0.843 -2.315 0.0020
H -4.354 -0.934 -4.109 0.0000
H -3.787 -1.318 -5.741 0.0000
H -4.170 0.354 -5.298 0.0000
H 1.705 -1.469 -4.200 0.0000
H 3.962 -1.364 -5.199 0.0000
H 4.572 0.543 -6.663 0.0000
H 2.935 2.355 -7.062 0.0000
H 0.699 2.253 -6.015 -0.0001
O 0.413 0.482 4.719 -0.0008
S 0.369 -0.385 3.511 0.0077
C 0.664 -2.077 4.128 -0.0007
C -0.018 -3.224 3.747 0.0008
C 0.394 -4.462 4.230 0.0001
C 1.476 -4.555 5.093 -0.0002
C 2.152 -3.404 5.479 0.0002
C 1.753 -2.169 4.991 0.0003
C -1.352 -0.582 3.044 0.0068
C -2.308 -0.065 3.901 -0.0004
C -3.651 -0.192 3.574 0.0014
C -4.027 -0.835 2.402 -0.0003
C -3.059 -1.339 1.543 0.0136
C -1.717 -1.199 1.857 -0.0295
H -0.874 -3.166 3.087 -0.0011
H -0.146 -5.353 3.935 0.0001
H 1.787 -5.522 5.468 0.0000
H 2.992 -3.466 6.159 0.0000
H 2.264 -1.263 5.294 0.0000
H -1.985 0.442 4.802 0.0000
H -4.403 0.219 4.235 0.0001
H -5.075 -0.931 2.148 0.0001
H -3.333 -1.824 0.615 -0.0001
H -0.991 -1.600 1.155 0.0151
F 2.515 -6.860 -4.176 0.0000
C 1.782 -6.001 -3.447 0.0006
C 2.325 -4.813 -2.999 0.0009
F 3.604 -4.514 -3.292 0.0000
C 1.560 -3.940 -2.247 0.0019
F 2.181 -2.831 -1.800 0.0004
C 0.228 -4.178 -1.898 0.0076
S -0.732 -3.098 -0.938 0.0169
C -0.277 -5.397 -2.372 -0.0047
F -1.542 -5.752 -2.100 0.0001
C 0.470 -6.289 -3.120 0.0005
F -0.074 -7.443 -3.542 0.0000
```

=====

Record 3
ORCA calculation (ωB97M-V/def2-TZVPD) on a 2-piece molecular cluster, C28H31I2N3O4 overall.

Values from the calculation:
Gap between HOMO and LUMO = 7.249 eV
Electronic energy = -58372.29701 eV
Highest occupied orbital energy = -9.05 eV

The geometry in XYZ format:
```
68
Properties=species:S:1:pos:R:3:lowdin_charge:R:1
C 4.494 6.466 2.850 0.0314
C 4.091 6.031 1.568 -0.1024
C 3.514 5.440 0.114 -0.1969
C 2.775 3.976 0.405 -0.2229
C 2.013 3.425 -0.945 -0.1742
C 1.530 1.830 -0.820 -0.0007
C 0.245 1.351 0.138 -0.0743
C -0.529 2.519 0.988 -0.1627
C -0.679 2.167 2.616 -0.6814
O -1.837 2.493 3.197 -0.0995
I 1.034 1.175 3.546 0.8215
C -0.201 -0.249 0.257 -0.0310
C -1.417 -0.825 1.189 -0.1472
C -2.871 -0.102 0.980 -0.1791
N -3.544 -0.407 -0.359 -0.1275
C -3.042 0.493 -1.466 -0.2142
C -2.478 -0.531 -2.661 -0.0963
C -4.999 0.053 -0.127 -0.2745
C -6.300 -0.976 -0.231 -0.0324
O -5.313 1.330 0.228 -0.0565
C 0.688 -1.368 -0.611 -0.0782
C 0.433 -2.986 -0.582 -0.6471
I 0.777 -3.890 1.430 0.7572
C -0.998 -3.466 -1.254 -0.3030
C -1.311 -5.070 -1.013 -0.1793
C 1.928 -0.806 -1.523 0.0339
C 2.413 0.751 -1.680 0.0177
C 3.719 0.902 -2.658 -0.1943
O 4.620 1.899 -2.794 0.0010
N 3.687 -0.466 -3.372 0.0015
C 2.548 -0.294 -4.397 -0.0797
C 1.550 -0.395 -5.411 0.1102
C 3.036 -1.542 -2.478 -0.2316
O 3.457 -2.807 -2.567 0.0095
H 5.007 6.794 3.865 0.0481
H 2.648 6.182 -0.204 0.1196
H 4.370 5.346 -0.679 0.1186
H 3.556 3.179 0.827 0.1360
H 2.039 4.186 1.317 0.1038
H 1.106 4.119 -1.290 0.1308
H 2.808 3.511 -1.828 0.1147
H -1.594 2.657 0.466 0.1256
H -0.024 3.578 0.952 0.1100
H -1.086 -0.717 2.330 0.0990
H -1.603 -1.994 1.044 0.0884
H -2.892 1.052 1.165 0.1068
H -3.596 -0.574 1.803 0.1532
H -2.249 1.283 -1.127 0.1055
H -3.952 1.068 -1.983 0.1335
H -3.044 -1.571 -2.520 0.0816
H -1.332 -0.695 -2.487 0.0551
H -2.753 -0.042 -3.690 0.0764
H -7.296 -0.333 -0.096 0.0992
H -6.346 -1.417 -1.314 0.0845
H -6.315 -1.771 0.629 0.0885
H 1.281 -3.482 -1.261 0.0918
H -1.907 -2.759 -0.988 0.0850
H -0.848 -3.347 -2.433 0.1252
H -2.069 -5.380 -1.880 0.0880
H -1.767 -5.246 0.052 0.0578
H -0.305 -5.687 -1.188 0.0877
H 0.705 -0.738 -6.159 0.0658
C 2.773 -4.236 5.840 -0.0757
C 1.716 -3.236 5.400 -0.2129
N 0.839 -2.407 5.035 0.0831
H 3.744 -3.740 5.923 0.0772
H 2.505 -4.658 6.812 0.0768
H 2.848 -5.045 5.109 0.0743
```